[1]
13
Properties=species:S:1:pos:R:3:forces:R:3 method="wB97M-V/def2-TZVPD" e_above_lowest_ev=0.917 e_homo_ev=-8.9 gap_ev=8.85 charge=0 lumo_ev=-0.069 total_energy_ev=-20544.74216
O -0.8760 2.0685 0.4504 0.192 0.441 -0.016
N 1.2848 0.6851 -0.9941 -0.643 0.240 -0.171
H -2.3813 0.7256 0.5650 -0.200 -0.026 -0.047
H 2.5373 -0.4971 0.8418 -0.065 -0.053 0.173
S -0.5339 -2.7986 -0.4831 -0.049 0.300 0.026
C 0.8801 -0.0393 0.1017 -0.325 -0.173 0.202
C -1.3245 0.9605 0.4051 -0.028 -0.544 0.118
H 2.2323 0.9843 -0.9622 0.719 0.103 0.033
H -2.2773 -1.3403 0.1945 0.617 0.131 -0.167
C -1.1918 -1.3976 -0.0243 -0.363 -0.159 0.247
H 0.6756 1.4577 -1.2632 0.103 -0.451 0.172
N -0.5627 -0.1794 0.1664 -0.184 -0.012 -0.136
N 1.5372 -0.6293 1.0020 0.226 0.203 -0.433

[2]
9
Properties=species:S:1:pos:R:3:forces:R:3 method="wB97M-V/def2-TZVPD" e_above_lowest_ev=1.616 smiles="CB=S.S" e_homo_ev=-9.8 gap_ev=10.22 charge=0 lumo_ev=0.389 total_energy_ev=-23464.97637
H 0.0846 2.8660 -1.6231 1.027 1.204 -0.038
H -0.0581 -0.6280 2.2147 0.335 -0.065 -1.264
S -0.9377 2.0993 -1.4477 -2.982 2.073 1.478
H -0.2562 1.1803 -1.8932 1.961 -3.309 -1.429
B 0.9336 -1.0527 0.2070 -1.569 0.103 1.867
H -1.0837 -0.4261 0.7009 1.547 -1.473 1.000
H -0.5687 -2.0859 1.4598 -0.021 0.475 -0.664
S 2.1007 -0.8839 -0.8059 2.020 0.129 -1.842
C -0.2144 -1.0691 1.1874 -2.318 0.863 0.891

[3]
13
Properties=species:S:1:pos:R:3:forces:R:3 method="wB97M-V/def2-TZVPD" e_above_lowest_ev=2.571 e_homo_ev=-10.5 gap_ev=10.63 charge=0 lumo_ev=0.180 total_energy_ev=-9270.93056
N -1.5975 -1.4095 -1.8018 0.147 0.110 0.233
C 0.6416 1.5986 0.3489 -0.027 -0.082 -0.143
H -1.1054 -2.2535 -2.0860 -0.004 0.038 0.036
C -1.0010 -0.8532 -0.8527 -0.492 -0.097 -0.553
N 1.1107 -1.7878 0.3323 -0.817 0.926 0.095
H 1.3477 -1.1483 1.0917 2.025 -1.120 0.867
H -0.5406 0.3964 1.7120 0.078 -0.358 -0.473
O -1.3876 0.3044 -0.2211 -0.541 0.299 -0.386
C -0.2290 0.3784 0.6500 0.031 0.036 -0.117
H 1.0524 1.5329 -0.6608 -0.015 0.012 0.032
H 0.0470 2.5186 0.4071 -0.005 -0.276 0.041
C 0.1847 -0.9910 0.0275 -0.141 0.758 0.463
H 1.4771 1.7141 1.0530 -0.238 -0.247 -0.096

[4]
135
Properties=species:S:1:pos:R:3:forces:R:3 method="wB97M-V/def2-TZVPD" e_above_lowest_ev=5.830 e_homo_ev=-8.6 gap_ev=8.71 charge=0 lumo_ev=0.133 total_energy_ev=-64749.30300
H -8.8820 -1.9817 3.1736 0.091 -0.044 0.337
H 2.4289 -6.1671 -4.2234 -0.304 -0.254 -0.546
C -5.7504 -8.7976 3.2481 1.824 0.164 -0.213
O 3.1847 -5.8907 -1.7294 0.485 -0.043 -0.823
H 0.1784 9.0648 -1.5020 -0.109 0.224 -0.065
C -5.3205 -4.8137 -4.1805 0.673 3.135 1.800
H -4.9966 -9.5316 2.9634 -0.463 -0.726 0.159
H -1.5452 4.0337 6.5277 0.038 0.224 0.103
H -4.7291 7.5187 -4.0816 0.138 0.388 -0.306
H 2.4074 5.1802 -5.0661 0.028 -0.210 0.170
H -4.2397 -4.6993 -4.2638 0.062 -0.699 -0.020
H 10.1052 4.5754 3.7710 0.449 -0.045 -0.035
H 6.3977 -0.8207 -5.6729 -0.816 -0.345 0.022
H 5.6834 -0.4299 -4.0115 0.043 -0.656 -0.189
H 1.5225 1.6945 4.4565 -0.898 -0.683 -0.266
O -5.1835 -7.1100 -3.9808 0.367 -1.057 -0.603
H -5.6557 -3.8048 -4.4209 -0.751 -0.225 -1.819
H -10.9328 -3.0036 3.1352 0.085 -0.014 -0.036
H 2.4278 -6.4526 -1.9106 -0.109 -0.168 -0.100
C -3.7527 -7.2086 2.5507 -0.030 0.094 -1.040
O 0.4485 8.1486 -1.4401 -0.067 -0.180 -0.123
C -5.0667 9.7278 -3.5538 1.709 -2.628 -0.809
H 3.8096 8.9618 1.7771 -0.142 0.174 0.103
C -3.8825 10.2502 -4.4271 -0.145 -1.160 0.609
H 4.5593 -4.8549 -2.7374 0.360 -0.072 0.386
H -0.8235 1.6301 -1.3549 -0.477 -0.440 0.577
C -4.8166 8.2097 -3.2431 0.141 -0.261 0.672
H 6.3481 1.8311 -6.8611 -0.062 0.638 -0.238
H -5.6175 -7.0750 -6.5058 0.799 0.713 -0.275
H 0.3463 1.1532 8.9930 -0.174 0.146 -0.198
H 8.0844 3.5507 2.2596 -0.273 0.040 -0.287
H 7.0572 0.3279 -4.6715 0.034 0.856 -0.053
H -5.9634 10.6690 -2.2075 0.048 0.278 0.613
C 1.6322 1.1154 2.3166 0.298 -1.065 -1.248
C 9.6903 3.7004 3.2706 0.586 0.962 -0.505
O 0.8781 3.2807 2.0162 0.195 1.318 -0.790
H -5.4692 7.6986 -2.5354 -1.176 0.557 -0.234
H 5.9077 2.4104 -4.4967 0.122 0.028 -0.043
H -6.9170 -6.1016 -4.0733 -0.327 0.058 -0.160
O -5.8235 -7.3925 1.3217 0.514 0.193 -1.745
O 0.8952 0.8381 9.7111 0.164 0.101 0.170
H 4.1044 0.4574 -5.4867 -0.330 0.330 0.527
H 5.7749 -7.1373 -2.5447 -0.290 0.682 0.573
H -2.5982 2.2623 0.5512 0.011 -0.727 -0.101
C -0.0929 1.7992 -0.5640 0.176 0.472 1.830
H 2.8878 2.1212 0.8679 0.251 -0.014 -0.355
H 2.5089 -4.4749 -4.0390 0.562 0.274 0.231
O 8.7296 4.2491 2.3917 -0.518 0.258 -0.299
H 0.7368 -0.9084 0.3991 0.638 -0.384 0.178
H 1.0294 8.1205 -0.6799 0.192 -0.059 0.185
H -1.3792 -0.1929 0.2278 -0.800 0.114 0.396
H -9.8541 0.3353 2.5464 0.143 -0.095 0.500
C 0.2646 -0.8561 1.3801 -0.168 1.607 -0.304
H -3.1953 9.4296 -4.6335 -0.048 -0.238 -0.007
C -5.2460 -7.5098 2.5855 -1.530 0.477 2.198
H 4.5829 2.0076 -7.3248 0.223 0.132 0.149
H 4.7595 7.8065 2.0112 0.135 -0.189 0.147
O 2.2423 5.8374 -5.7421 -0.142 -0.010 -0.220
H -9.3114 -3.7998 1.9485 -0.009 -0.516 -0.655
H 1.9655 -1.0695 2.5363 0.457 0.471 0.619
H 11.5161 2.4931 3.0423 -0.208 -0.156 0.251
C -9.3436 -0.3680 1.8886 -1.835 -0.642 0.703
C -1.7705 2.5186 1.2125 -0.489 0.895 -1.012
H -7.1682 -6.7462 -6.1097 -0.381 -0.074 -0.080
H 3.7360 -5.3594 -5.0508 -0.038 0.294 0.076
H 1.3545 3.3000 1.1830 0.545 1.126 -0.355
H 6.3016 -0.2294 8.7926 0.002 -0.230 -0.075
H 0.8980 -0.1138 9.6112 0.001 -0.238 0.010
H 5.4058 -7.0103 2.5694 0.031 -0.004 -0.264
C 4.9795 -6.8921 -3.2486 -0.508 0.500 -0.269
C 2.7008 1.0897 1.1665 0.365 0.577 0.878
H -5.3638 -7.1215 -3.0379 0.021 0.051 0.044
H -6.7480 -9.0602 2.8961 0.098 -0.048 0.186
H 9.7329 2.3821 4.9577 0.015 -0.104 -0.081
H -3.9434 8.1001 -2.5999 0.788 0.440 -0.555
H 5.7003 0.9102 9.5873 -0.196 0.112 0.153
N 0.4773 1.9859 2.0155 -1.165 -2.941 0.662
H 4.6412 -6.5303 3.7846 -0.179 0.128 0.094
C -0.5211 1.6279 0.9692 -1.148 -0.476 -0.046
O 6.4373 0.6912 9.0172 0.186 0.125 -0.083
C 1.1644 -0.3315 2.4957 -0.859 0.040 -0.609
H 2.5276 0.4628 0.2918 -0.637 0.178 0.121
H -6.3903 -5.3629 -6.6632 0.925 0.063 0.137
H -0.0186 -1.8590 1.6996 -0.523 0.032 -0.407
O 5.3717 -7.0906 3.5226 0.141 -0.121 0.156
H -4.1875 10.5839 -5.4189 0.051 0.739 0.353
H 2.8910 0.7555 4.0260 0.418 0.256 -0.215
C -9.3068 -2.9002 1.3330 0.953 0.451 -0.008
H 0.5711 -0.3065 3.4097 0.032 -0.501 0.246
C 6.0803 -0.0619 -4.9576 0.291 0.248 0.598
O -5.0582 10.3626 -2.2984 -0.983 0.760 -0.150
H 2.8473 6.5502 -5.5367 0.120 0.200 0.043
H 8.4739 2.0656 3.7408 0.077 -0.386 0.000
H 0.7437 1.1141 -0.7015 0.225 0.582 -0.455
C -0.9219 0.1332 1.1620 1.127 -0.783 0.636
H 11.1803 3.4532 1.6488 -0.065 0.772 0.277
H 2.6473 2.5436 3.7239 0.847 -0.187 -0.831
C 3.1480 -5.3528 -4.1330 -1.255 -1.417 -0.443
H 8.2866 3.3732 4.8598 0.085 0.236 0.007
H -6.7573 -7.6119 1.3576 0.070 -0.022 0.166
H -1.3764 3.0953 5.3518 0.125 -0.067 -0.307
H -3.2718 -6.6968 3.3843 -0.626 -0.363 0.512
C 9.0299 2.8434 4.2641 -0.838 -0.795 1.194
H 4.5323 -7.8667 -3.4444 -0.395 0.152 -0.400
O 5.0163 2.0740 -4.6146 -0.708 0.642 0.963
O -1.8231 3.1806 6.1941 -0.118 -0.186 0.169
O 4.4604 8.4157 1.3362 -0.006 0.016 -0.248
C 2.2342 1.5380 3.6459 0.007 0.671 0.927
H -8.3208 -2.7660 0.8882 0.214 -0.179 0.100
H -3.1422 -8.0723 2.2872 -0.064 -0.096 -0.065
H -2.2384 2.6870 2.1824 0.628 -0.859 0.478
H -9.9087 -0.2087 0.9702 0.769 0.043 -0.563
H 5.4892 -6.5003 -4.1288 0.120 -0.501 -0.285
C 3.9636 -5.7437 -2.9454 1.377 0.558 1.612
C 10.6953 2.9235 2.4686 0.934 -0.318 -0.958
C -9.5929 -1.8211 2.3631 0.943 -0.062 -0.515
C -5.9459 -6.0820 -4.5678 -0.815 0.546 -0.535
H -5.9901 9.7946 -4.1291 -0.283 0.450 0.382
H -5.7116 -8.6462 4.3269 -0.200 -0.337 0.029
C -6.1944 -6.2578 -6.0726 -1.318 -1.688 0.586
O -10.8972 -2.1004 2.8119 -0.899 1.208 0.455
H 5.5063 0.4835 -7.4489 -0.352 -0.053 -0.297
H -3.6613 -6.4721 1.7524 0.194 -0.093 -0.279
H -5.7257 -6.7615 3.2163 0.206 0.763 0.071
H -1.6331 3.5477 0.8803 0.745 0.177 -0.058
H -8.2814 -0.1273 1.9304 -0.153 -0.120 -0.633
H -5.6225 -4.5937 -3.1566 0.752 -0.823 0.947
C 5.0633 0.9750 -5.4595 0.680 -1.305 -0.712
H 0.0936 2.8698 -0.6492 0.900 -0.022 -0.371
H 3.6433 0.7036 1.5547 0.100 0.151 0.259
H -1.4884 -0.0218 2.0802 -0.818 0.436 -0.342
H -3.2932 10.8963 -3.7765 -0.230 0.676 -0.564
C 5.3518 1.3889 -6.8620 0.856 -0.500 -0.714
H -10.0070 -2.9265 0.4980 -0.297 -0.032 0.316
H 10.1967 2.1477 1.8875 -0.255 -0.463 0.442

[5]
12
Properties=species:S:1:pos:R:3:forces:R:3 method="wB97M-V/def2-TZVPD" e_above_lowest_ev=0.000 e_homo_ev=-10.5 gap_ev=11.38 charge=0 lumo_ev=0.881 total_energy_ev=-12380.63004
F 2.8437 -0.2783 -0.0863 -0.113 0.079 0.083
C 0.7104 0.6906 -0.1416 -0.027 0.800 0.398
F -2.6909 -0.0025 -0.5023 0.408 0.214 0.387
H 1.3296 -1.0446 -1.1725 0.101 0.032 0.199
H 1.2086 -1.2749 0.5755 0.124 0.056 0.026
C -1.5957 -0.1706 0.3179 -0.744 -1.517 0.353
H 1.3599 1.5578 -0.2645 -0.307 0.027 -0.122
H -1.9950 -0.2068 1.3911 0.638 -0.183 -1.428
H -0.9838 1.8471 0.0435 -0.430 1.191 0.099
F -1.0851 -1.4346 -0.0417 -0.441 1.070 0.728
C -0.5857 0.8755 0.0796 0.729 -0.732 -0.292
C 1.4840 -0.5588 -0.1987 0.063 -1.037 -0.430

[6]
11
Properties=species:S:1:pos:R:3:forces:R:3 method="wB97M-V/def2-TZVPD" e_above_lowest_ev=0.936 e_homo_ev=-14.7 gap_ev=9.49 charge=+1 lumo_ev=-5.162 total_energy_ev=-10799.10893
O 0.0234 -1.1440 -0.8705 0.896 -0.517 2.541
N 0.0732 -0.1332 1.7273 -0.452 2.060 -1.649
C -0.3892 1.1163 -1.6288 0.344 -0.480 -1.234
O 1.2188 -1.5828 3.2062 0.581 -1.083 0.884
O -0.1601 1.5212 -0.5413 0.125 1.275 1.586
H -0.5707 1.7729 -2.5403 -0.015 -0.762 0.886
C -0.2844 -0.4206 -1.7404 -1.484 -0.155 -5.245
H -0.3728 0.7868 1.9962 0.614 -1.469 0.097
H 0.3224 -0.1397 0.6629 -0.609 -0.528 1.050
H -0.5274 -0.8776 -2.7874 0.290 0.757 1.396
C 0.6668 -0.8994 2.5161 -0.288 0.903 -0.313